The following is a DFT calculation (ωB97M-V with the def2-TZVPD basis set) of a structure of composition C20H16AuN8O.

Calculated values
- charge = +1
- orbital gap (eV) = 8.63
- electronic energy (eV) = -38654.4891

CARTESIAN COORDINATES (ANGSTROEM)
Au  -1.044  -0.154  -3.023
C  -4.374  -1.833  0.734
N  -3.953  -1.047  -0.388
C  -3.073  -1.365  -1.333
N  -2.758  -0.271  -2.022
C  -3.495  0.704  -1.432
N  -4.215  0.254  -0.448
C  -3.383  -1.695  1.877
C  -3.757  -2.115  3.149
C  -2.905  -1.926  4.224
C  -1.686  -1.298  4.050
C  -1.287  -0.910  2.772
C  -2.132  -1.131  1.687
C  -0.040  -0.197  2.598
N  0.666  0.331  3.553
N  1.672  0.999  2.989
C  1.568  0.855  1.702
O  0.493  0.088  1.376
C  2.466  1.452  0.728
C  3.033  2.691  1.034
C  3.914  3.283  0.150
C  4.246  2.646  -1.036
C  3.702  1.407  -1.343
C  4.089  0.694  -2.620
N  2.908  0.138  -3.229
C  1.716  0.721  -3.284
N  0.816  -0.162  -3.706
C  1.547  -1.289  -3.912
N  2.806  -1.126  -3.625
C  2.800  0.815  -0.463
H  -4.481  -2.879  0.433
H  -5.347  -1.451  1.054
H  -2.706  -2.354  -1.519
H  -3.489  1.730  -1.734
H  -4.719  -2.585  3.294
H  -3.205  -2.249  5.210
H  -1.036  -1.092  4.884
H  -1.792  -0.831  0.706
H  2.765  3.168  1.964
H  4.341  4.248  0.379
H  4.937  3.109  -1.726
H  4.772  -0.134  -2.410
H  4.585  1.381  -3.312
H  1.523  1.744  -3.035
H  1.134  -2.209  -4.267
H  2.379  -0.157  -0.679